Record 1
The following is a quantum chemistry calculation of 8 unconnected molecules or ions with the total composition BrH14O7 at a distorted geometry, from OMol25.

Summary:
DFT total energy: -3109.1988 a.u.
ΔE to the lowest compared entry with this formula, charge and spin: 28.1 kcal/mol
Total charge: -1
F_max: 5.7 eV Å⁻¹

Geometry (Å):
1 Br 30.38800 4.06000 -17.09600
2 O 30.69000 6.04100 -13.96400
3 O 29.76600 0.98300 -18.28000
4 O 28.47400 4.31700 -13.89800
5 O 27.86600 5.80200 -18.87000
6 O 27.68500 2.67000 -17.90700
7 O 29.10000 1.63100 -15.00800
8 O 31.06400 7.42700 -16.53500
9 H 31.21400 7.26800 -15.61900
10 H 29.98000 1.25600 -14.90700
11 H 30.87800 5.59500 -14.79700
12 H 27.22600 2.57800 -18.79400
13 H 29.24100 2.14100 -15.81900
14 H 29.04800 1.40100 -18.74600
15 H 29.89600 5.65700 -13.61400
16 H 28.47100 3.13300 -17.83400
17 H 31.36100 6.64900 -16.97400
18 H 30.36400 1.73500 -18.11200
19 H 27.67600 5.19400 -19.57600
20 H 28.68300 4.06700 -14.76500
21 H 28.65800 5.50500 -18.39600
22 H 28.07000 5.19100 -13.94300


Record 2
The following is a quantum chemistry calculation of 10 unconnected molecules or ions with the total composition C60H150N10 at a distorted geometry, from OMol25.

Summary:
DFT total energy: -2923.1884 a.u.
ΔE to the lowest compared entry with this formula, charge and spin: 177.4 kcal/mol
F_max: 3.2 eV Å⁻¹

Geometry (Å):
1 N 4.34309 2.07199 -11.06257
2 N -2.15514 -3.82257 -7.28748
3 N 0.17198 -10.15674 1.04072
4 N -8.45290 -3.23601 4.83381
5 N 1.87641 11.30775 -3.39449
6 N -6.25345 3.95846 -5.30049
7 N -1.60024 -4.33650 10.13481
8 N 3.03164 7.02566 4.17251
9 N 8.26176 -3.41199 7.12047
10 N 0.38209 0.33423 -0.57345
11 C 7.91899 -4.26923 9.47343
12 C -0.28995 1.57995 -0.36539
13 C -0.89898 -8.05726 1.79281
14 C 1.82909 0.51008 -0.93989
15 C 0.79176 -0.46998 1.76980
16 C -0.65479 -2.39058 8.92090
17 C -9.89948 -2.91033 5.03156
18 C 5.65062 0.07759 -11.77713
19 C -6.10889 5.02465 -6.37199
20 C -0.47034 -3.57037 -9.03344
21 C -4.94234 4.71088 -7.40135
22 C 3.32060 11.64907 -3.40278
23 C 2.21440 3.07385 -12.13043
24 C -10.26069 -1.42895 4.97153
25 C 2.47085 -0.84028 -1.42521
26 C 8.57188 -4.43008 8.05655
27 C -1.99980 -3.18889 9.19289
28 C 8.42170 -3.87883 5.71598
29 C -8.07716 -2.67807 7.19283
30 C 0.00158 -0.64604 0.46806
31 C -6.30633 5.43817 -3.29937
32 C 2.66508 6.76658 1.59387
33 C -1.67796 -4.81980 -4.98983
34 C -6.55371 2.62834 -5.78204
35 C 4.41981 7.37112 4.34644
36 C -4.52521 -4.64488 -7.62274
37 C -6.17930 1.53142 -4.74466
38 C -8.05540 -2.91049 3.46715
39 C -0.47570 -11.08226 1.87779
40 C 3.70093 1.51358 -9.83641
41 C -1.73172 -3.93254 11.55232
42 C 2.58652 5.67138 4.52501
43 C -7.11882 4.48231 -4.21269
44 C -2.99181 -4.98490 -7.74027
45 C 4.49190 0.99168 -12.06665
46 C 10.44200 -2.08395 7.27849
47 C -6.73717 -3.58450 2.99355
48 C 1.42263 -9.69081 1.69960
49 C 2.27000 -8.75803 0.81320
50 C 7.64120 -2.94426 4.76663
51 C -2.22530 -5.62447 9.92797
52 C 3.66776 12.67284 -2.33174
53 C 1.58643 10.51193 -4.64729
54 C -0.67771 -9.01344 0.64244
55 C -0.23319 2.52331 -1.60434
56 C 2.96642 5.23954 5.92685
57 C -0.77803 -4.10248 -7.70423
58 C 2.02579 9.05427 -4.48520
59 C -1.24726 -12.06332 0.99652
60 C 3.49368 2.59859 -8.73307
61 C 2.40924 7.48064 2.88823
62 C -2.26813 -3.65319 -5.85292
63 C -7.67498 -2.36917 5.72950
64 C 8.91254 -2.11634 7.50548
65 C -0.30384 11.95537 -2.52400
66 C -3.14716 -3.91628 12.15592
67 C 5.40106 6.33295 3.74611
68 C 0.92576 12.44400 -3.20272
69 C -1.77080 -6.24939 8.62273
70 C 3.70076 3.28275 -11.64750
71 H -5.86223 -3.04243 3.35236
72 H 4.27565 3.76967 -12.43521
73 H 0.17131 -1.63581 0.04421
74 H 0.56866 10.70088 -4.98868
75 H 1.63656 2.65189 -11.30815
76 H -0.64490 -12.69934 0.34788
77 H 0.32581 -0.98067 2.61253
78 H 1.35116 13.30564 -2.68822
79 H -2.22499 -3.60794 8.21218
80 H 6.40929 6.72487 3.88016
81 H 2.45924 2.92944 -8.82563
82 H -0.58244 -5.15518 -7.50007
83 H -2.02373 -5.84108 -5.14963
84 H 10.85420 -1.61232 6.38644
85 H -1.44134 -8.46744 2.64470
86 H 6.86311 -4.00227 9.42935
87 H -7.20139 -2.47966 7.81071
88 H 2.80984 6.00826 6.68359
89 H -2.24091 -5.68606 7.81665
90 H 9.63291 -4.63393 8.20062
91 H 3.39989 -0.61789 -1.95011
92 H 5.24318 6.18808 2.67738
93 H 1.96820 -7.71377 0.73234
94 H -3.30504 -5.63169 10.07699
95 H 2.25430 10.85419 -5.43781
96 H -7.45712 3.62146 -3.63597
97 H 2.70022 -1.52486 -0.60861
98 H -9.75276 -0.93825 4.14128
99 H -8.01481 -1.85128 3.21311
100 H -4.69847 5.53220 -8.07518
101 H -11.34834 -1.37073 4.93002
102 H -1.10070 -4.58630 12.15441
103 H 0.02953 -7.65562 2.19858
104 H -10.22686 -3.51636 5.87634
105 H 5.37170 5.34663 4.20914
106 H 3.30416 12.49686 -1.31936
107 H 4.02083 4.96902 5.98285
108 H -1.92569 -6.25107 10.76804
109 H -8.76555 -3.11343 2.66553
110 H -4.00788 4.57177 -6.85772
111 H 1.33514 -9.46896 2.76320
112 H -0.90735 -1.47967 8.37817
113 H 1.98644 1.20777 -1.76243
114 H -3.26576 -3.50762 -5.43864
115 H 1.44671 8.51390 -3.73636
116 H 0.21493 -11.65328 2.49833
117 H 2.38710 4.37784 6.25844
118 H -0.18092 -8.53994 -0.20437
119 H -1.45095 -7.24790 1.31494
120 H 3.64009 4.10470 -10.93418
121 H -0.83101 -2.54374 -8.96975
122 H 0.74344 12.79187 -4.21950
123 H 7.98620 -4.87437 5.63031
124 H -10.57647 -3.34986 4.29903
125 H -1.24880 -2.95754 11.48706
126 H -6.14713 2.47395 -6.78152
127 H 4.58701 1.60426 -12.96320
128 H 6.57030 -2.89889 4.96464
129 H -8.91129 -2.19219 7.69904
130 H -7.06868 5.06750 -6.88682
131 H -6.73336 1.72312 -3.82576
132 H 2.22046 -9.18182 -0.18982
133 H -0.59356 -4.71871 -4.94546
134 H 8.29984 -3.56430 10.21243
135 H -4.87336 -3.66069 -7.93621
136 H 9.49569 -3.93625 5.53893
137 H 11.02334 -3.00477 7.32593
138 H -0.71461 12.81804 -1.99943
139 H 1.81009 8.41210 -5.33913
140 H -8.16334 -3.76465 7.19473
141 H 5.66242 -0.68056 -12.56018
142 H -1.59633 -9.48881 0.29856
143 H -6.37566 0.51492 -5.08565
144 H -1.01949 11.60489 -3.26771
145 H -0.17989 -2.04255 9.83821
146 H 0.14527 2.03247 0.52563
147 H 2.54636 5.68328 1.61559
148 H -0.68178 -6.26642 8.57994
149 H -1.70553 -12.79219 1.66498
150 H 3.33804 13.62420 -2.74921
151 H 8.46787 -1.29098 6.94946
152 H 8.61378 -1.86829 8.52396
153 H 1.49971 5.63272 4.59881
154 H -6.82602 5.88243 -2.45046
155 H -6.60617 -4.66542 3.04394
156 H -1.35980 1.50013 -0.17264
157 H 3.67727 6.92938 1.22365
158 H 2.83776 4.94052 3.75636
159 H 1.77574 -0.91656 1.62682
160 H -0.01326 -3.63417 -7.08462
161 H -1.08520 -4.12136 -9.74510
162 H -2.84152 -2.55986 9.48260
163 H 8.09549 -5.22606 9.96478
164 H -1.57601 -2.86820 -5.54819
165 H -5.23805 -5.36933 -8.01660
166 H 1.73365 -1.38859 -2.01172
167 H -1.07150 -0.54464 0.63025
168 H 2.26954 2.39017 -12.97756
169 H -8.07159 4.93234 -4.49163
170 H -5.11444 1.65031 -4.54456
171 H 6.52199 0.73165 -11.74508
172 H -9.91932 -0.89434 5.85797
173 H -1.92370 -4.73401 -3.93137
174 H 7.62671 -3.30629 3.73861
175 H 5.42321 -0.52637 -10.89872
176 H 4.75236 12.77152 -2.28704
177 H 4.35600 0.76257 -9.39487
178 H 3.55342 0.43746 -12.08063
179 H -5.37894 4.94093 -3.01509
180 H 0.51973 -3.59780 -9.48852
181 H 3.86969 10.75734 -3.10041
182 H -3.82373 -3.41149 11.46633
183 H -7.77390 -1.29502 5.57293
184 H -1.15868 -10.68247 2.62733
185 H -6.62131 -2.62931 5.62848
186 H 1.32854 7.54648 3.01419
187 H 2.05485 7.26759 0.84239
188 H 3.50504 2.19192 -7.72184
189 H -0.06406 11.28047 -1.70234
190 H 4.09196 3.50902 -8.69754
191 H 0.09260 -2.95200 8.36026
192 H 2.73000 8.51537 2.76764
193 H -6.68734 -3.44705 1.91340
194 H -2.77510 -5.82433 -7.07960
195 H 8.28086 -5.37100 7.58957
196 H 2.10613 -10.53942 1.72746
197 H 7.91644 -1.89095 4.82030
198 H -4.81237 -4.65401 -6.57128
199 H 4.65226 7.46078 5.40759
200 H -3.22905 -3.20302 12.97608
201 H 4.62042 8.35599 3.92467
202 H 1.65918 3.95256 -12.45861
203 H 0.72567 2.90927 -1.95035
204 H -7.61410 2.43337 -5.94222
205 H 2.71595 1.06604 -9.96922
206 H -0.73475 3.48131 -1.46731
207 H -0.74207 2.18360 -2.50641
208 H -2.74755 -5.38622 -8.72382
209 H 1.03489 0.55810 2.03821
210 H 3.32383 -8.58738 1.03327
211 H -1.98945 -7.31417 8.54200
212 H 2.22510 0.99851 -0.04954
213 H 3.65289 12.01323 -4.37493
214 H -6.08631 6.07107 -6.06771
215 H 10.84314 -1.44859 8.06811
216 H -3.66049 -4.85831 12.34873
217 H -4.99121 3.85825 -8.07864
218 H -5.98262 6.33735 -3.82357
219 H -2.00662 -11.63466 0.34251
220 H 3.09005 9.05052 -4.24976


Record 3
The following is a quantum chemistry calculation of a molecular structure, C26H24BiN8O8S2, from OMol25.

Summary:
DFT total energy: -3056.1543 a.u.
Total charge: -1
F_max: 0.9 eV Å⁻¹

Geometry (Å):
1 Bi -0.80470 0.11192 0.12449
2 S 0.23903 2.31510 -1.50147
3 S -1.64122 1.12203 3.91054
4 O -3.16490 1.03282 0.59817
5 O -0.06113 -1.00015 -1.69302
6 O 1.08009 1.37973 -0.65818
7 O 0.18519 3.60974 -0.81098
8 O 0.68165 2.41468 -2.86324
9 O -1.14374 1.65017 -1.42185
10 O -2.55720 -0.99970 -0.84468
11 O -1.38299 -2.08770 1.86396
12 N -0.17383 4.68889 4.33076
13 N -3.56214 -0.17441 -1.12875
14 N 0.25625 2.38897 1.69170
15 N -0.96841 3.62644 4.67620
16 N 0.97300 -1.68309 0.69271
17 N 2.13472 -1.54284 0.17492
18 N -0.04205 3.06737 2.85274
19 N -3.89153 0.82949 -0.40813
20 C 3.87458 -0.50344 -2.86177
21 C 6.20401 -0.10200 -2.35191
22 C 0.75095 -3.84873 4.27727
23 C -0.30329 -2.59074 2.51464
24 C -6.19393 -0.12535 -3.73463
25 C 5.17821 -0.16665 -3.26218
26 C 2.07219 -3.00115 2.46732
27 C 1.51668 -0.73109 -3.38670
28 C -0.91521 2.60050 3.79980
29 C -3.65024 -1.16515 -3.32469
30 C 4.68370 -0.72372 -0.58978
31 C 1.39001 5.08208 2.44646
32 C 1.97777 -3.71710 3.64869
33 C -4.26648 -0.40515 -2.33960
34 C -5.54336 0.11175 -2.53639
35 C -2.62481 -2.03248 2.54715
36 C -5.58287 -0.87512 -4.73115
37 C 0.94897 -2.40645 1.89040
38 C 3.61495 -0.77967 -1.50339
39 C 0.38282 4.32296 3.22428
40 C 1.18429 -0.90575 -2.00414
41 C -0.38681 -3.29419 3.70643
42 C 2.26481 -1.06484 -1.07498
43 C -4.31304 -1.39198 -4.51964
44 C 5.95211 -0.39623 -1.00588
45 C 2.79059 -0.54085 -3.79150
46 H -3.05162 -3.03239 2.66860
47 H -2.52019 -1.55104 3.52082
48 H 3.00680 -0.37139 -4.84028
49 H 4.47243 -0.92906 0.45025
50 H -2.65381 -1.53855 -3.13367
51 H 1.10521 5.11636 1.39377
52 H -3.27621 -1.42951 1.92008
53 H -5.99945 0.69675 -1.75185
54 H 3.01701 -2.88393 1.95583
55 H 1.19329 2.00055 1.70373
56 H 7.20008 0.18370 -2.66617
57 H -1.54804 3.64726 5.49284
58 H 0.68415 -0.66678 -4.07410
59 H 5.35836 0.05638 -4.30789
60 H -1.34410 -3.42135 4.19277
61 H -7.18504 0.28175 -3.88924
62 H 6.76074 -0.34406 -0.28687
63 H 2.35764 4.58068 2.51247
64 H 0.66805 -4.38714 5.21270
65 H -3.82709 -1.97005 -5.29508
66 H 2.86190 -4.16670 4.08269
67 H 0.17504 3.00059 0.85857
68 H -6.09923 -1.05523 -5.66554
69 H 1.48143 6.08427 2.85555